# C10H16Cl2GaN2

A structure of composition C10H16Cl2GaN2 (ωB97M-V/def2-TZVPD, the Open Molecules 2025 dataset).

Calculated values
Molar mass (g mol⁻¹): 304.9
Highest occupied orbital energy (alpha / beta) (eV): -0.966 / -0.838
E_LUMO (alpha / beta) (hartree): 0.11759 / 0.11729
Charge: -1
HOMO-LUMO gap (alpha / beta) (eV): 4.17 / 4.03

Cartesian coordinates (Å):
Ga -0.5798 0.4443 0.4837
Cl 0.6726 0.0576 2.2672
Cl -2.7374 0.8122 0.1688
C -0.2083 2.6005 0.8378
H -1.2566 2.8724 0.9888
H 0.4964 2.9207 1.6133
C 0.0682 -0.5641 -1.0536
C 0.3360 2.1696 -0.4014
H -0.2143 -1.6238 -0.9596
C 1.8238 2.3557 -0.5239
H -0.2377 2.1121 -1.3375
C 2.4172 1.7762 -1.8194
H 2.0103 3.4435 -0.4874
H 2.3347 1.9083 0.3422
C 2.3077 0.2425 -1.8601
H 1.8956 2.2225 -2.6776
H 3.4744 2.0695 -1.8760
C 0.8720 -0.2224 -2.2160
H 3.0247 -0.1523 -2.5942
H 2.5992 -0.1487 -0.8772
H 0.3163 0.6187 -2.6672
H 0.9497 -1.0502 -2.9525
N -1.4272 -2.1246 2.5492
C -2.2145 -3.1688 2.8847
C -2.9764 -3.4618 1.7523
C -2.5652 -2.5177 0.7736
N -1.6205 -1.6959 1.2782
H -0.7269 -1.6405 3.1016
H -2.1802 -3.6204 3.8643
H -3.7240 -4.2294 1.6313
H -2.9297 -2.4059 -0.2335

# C11H22O2

The molecule C11H22O2 (ωB97M-V/def2-TZVPD, the Open Molecules 2025 dataset).

Calculated values
Molar mass (g mol⁻¹): 186.3
Highest occupied orbital energy (eV): -10.365
SMILES: CCCCCCCCCCC(=O)O
E_LUMO (hartree): 0.02967
Charge: 0
HOMO-LUMO gap (eV): 11.17

Cartesian coordinates (Å):
C -4.6026 -2.3796 0.0234
C -3.6028 -1.3254 0.4824
C -3.5274 -0.1578 -0.4997
C -2.6156 0.9757 -0.0300
C -1.1368 0.5931 -0.0075
C -0.2539 1.7749 0.3887
C 1.2190 1.3947 0.5479
C 1.9076 1.1018 -0.7844
C 3.3777 0.7148 -0.6229
C 3.5490 -0.6901 -0.0280
C 5.0145 -1.0199 0.0473
O 5.6613 -1.5525 -0.8130
O 5.5571 -0.6142 1.2045
H -4.3200 -2.7733 -0.9497
H -5.5995 -1.9518 -0.0561
H -4.6398 -3.2064 0.7298
H -2.6199 -1.7887 0.5823
H -3.8969 -0.9498 1.4655
H -3.1810 -0.5229 -1.4692
H -4.5353 0.2421 -0.6410
H -2.9224 1.2942 0.9692
H -2.7430 1.8294 -0.7008
H -0.9784 -0.2189 0.7043
H -0.8511 0.2329 -0.9972
H -0.6155 2.1746 1.3400
H -0.3474 2.5670 -0.3578
H 1.7464 2.2171 1.0382
H 1.2859 0.5239 1.2020
H 1.8501 1.9956 -1.4100
H 1.3858 0.2985 -1.3053
H 3.8644 0.7350 -1.5999
H 3.8792 1.4411 0.0214
H 3.0562 -1.4211 -0.6703
H 3.1278 -0.7281 0.9753
H 6.5073 -0.8059 1.2205

# C21H63N9O9

A cluster of 9 separate species, C21H63N9O9 in total (ωB97M-V/def2-TZVPD, the Open Molecules 2025 dataset).

Calculated values
Molar mass (g mol⁻¹): 585.8
Highest occupied orbital energy (alpha / beta) (eV): -10.746 / -10.746
⟨S²⟩: 0.755
Spin multiplicity: 2
E_LUMO (alpha / beta) (hartree): -0.11899 / -0.31358
Charge: +1
HOMO-LUMO gap (alpha / beta) (eV): 7.51 / 2.21

Cartesian coordinates (Å):
C 6.8668 -12.1375 40.5244
C 6.2846 -10.6975 40.8066
O 7.3219 -9.8082 40.3248
H 6.1813 -12.8811 40.1179
H 7.4914 -12.4847 41.3475
H 7.4571 -12.0635 39.6110
H 6.0686 -10.6256 41.8725
H 5.4659 -10.6208 40.0911
H 7.1388 -9.6138 39.4026
C 2.8580 -9.2575 37.8454
C 2.3527 -10.0630 39.0467
O 0.9769 -9.8524 39.0371
H 2.4294 -9.6885 36.9406
H 3.9316 -9.4118 37.7375
H 2.6730 -8.1838 37.8124
H 2.7141 -9.5865 39.9581
H 2.4805 -11.1377 38.9173
H 0.5956 -9.9802 38.1654
C 1.9686 -5.3471 39.6553
C 1.4640 -4.3234 40.6990
O 2.4304 -3.2932 40.9761
H 2.9465 -5.6723 40.0104
H 2.0309 -5.0212 38.6170
H 1.3552 -6.2461 39.5939
H 1.1341 -4.8944 41.5668
H 0.4946 -3.9534 40.3651
H 3.2287 -3.6894 41.3331
C 4.5232 -13.4412 36.0567
O 4.9858 -14.1786 35.1580
N 4.2566 -13.8322 37.3059
N 4.3645 -12.1292 35.8827
H 3.8538 -13.0639 37.8231
H 4.5101 -14.7776 37.5550
H 4.6878 -11.8425 34.9699
H 4.0753 -11.4926 36.6116
C 0.7848 -11.2312 35.0133
O 0.6388 -11.2786 36.2128
N 1.4284 -10.3097 34.3865
N 0.3563 -12.2256 34.2246
H 1.5405 -10.5616 33.4149
H 1.7815 -9.5192 34.9066
H 0.3077 -12.1521 33.2184
H 0.0901 -13.1243 34.6007
C -2.5246 -9.7117 38.0204
O -2.6442 -8.7228 37.3022
N -3.3137 -10.1948 38.9023
N -1.6763 -10.6180 37.7389
H -4.0084 -9.5601 39.2692
H -3.0184 -10.9240 39.5358
H -1.8487 -11.4671 38.2579
H -1.2746 -10.5343 36.8160
C 2.2780 -14.4274 40.2847
C 2.9597 -15.7936 40.4843
C 1.9794 -16.9467 40.6088
O 0.9495 -17.0430 39.5918
C 0.4318 -18.4108 39.4735
N 3.9087 -15.8366 39.4072
H 1.5652 -14.1237 41.0514
H 1.8721 -14.3245 39.2784
H 3.0838 -13.6940 40.3173
H 3.4976 -15.7592 41.4317
H 1.5296 -16.9793 41.6011
H 2.5729 -17.8610 40.6023
H -0.0970 -18.7671 40.3575
H 1.2227 -19.1272 39.2510
H -0.3637 -18.4438 38.7291
H 3.4275 -15.7257 38.5262
H 4.4890 -16.6491 39.2545
C -0.3766 -8.8908 42.4361
C -1.7644 -8.6198 41.9346
C -2.8054 -9.7386 42.2654
O -3.2335 -9.7551 43.6526
C -4.4807 -10.2955 43.8442
N -2.3356 -7.3564 42.5597
H -0.3173 -9.1607 43.4905
H 0.1842 -7.9672 42.2927
H 0.1165 -9.6142 41.7867
H -1.8558 -8.6468 40.8488
H -2.2704 -10.6340 41.9492
H -3.6736 -9.6494 41.6124
H -5.3158 -9.6081 43.7092
H -4.5855 -10.5768 44.8920
H -4.7157 -11.2311 43.3368
H -3.0750 -7.1192 41.9139
H -2.5950 -7.8394 43.4079
C 5.2726 -6.3674 44.7026
C 6.2507 -6.3299 43.5419
C 5.7455 -5.7913 42.2105
O 4.4783 -6.3099 41.8050
C 4.3966 -7.7059 41.4780
N 7.4021 -5.5713 43.9115
H 5.7160 -6.6490 45.6577
H 4.4568 -7.0433 44.4464
H 4.8411 -5.3805 44.8694
H 6.7910 -7.2450 43.2993
H 6.3726 -6.0403 41.3544
H 5.5337 -4.7251 42.1303
H 3.3578 -7.8660 41.1893
H 4.6316 -8.2436 42.3965
H 4.9973 -8.2023 40.7158
H 8.1560 -5.6864 43.2493
H 7.6570 -5.7581 44.8708

# C2H2N2O2S

The molecule C2H2N2O2S (ωB97M-V/def2-TZVPD, the Open Molecules 2025 dataset).

Calculated values
Molar mass (g mol⁻¹): 118.1
Highest occupied orbital energy (eV): -9.635
SMILES: O=c1[nH]c(S)no1
E_LUMO (hartree): 0.01261
Charge: 0
HOMO-LUMO gap (eV): 9.98

Cartesian coordinates (Å):
O 2.6466 -0.6021 -0.0017
C 1.5425 -0.1598 -0.0058
N 0.3174 -0.8068 -0.0016
C -0.6571 0.1386 0.0043
S -2.3630 -0.2624 -0.0030
N -0.1770 1.3393 -0.0024
O 1.2216 1.1662 -0.0003
H 0.2224 -1.8447 0.0099
H -2.7535 1.0316 0.0005

# C14H52N18O12

A cluster of 12 separate species, C14H52N18O12 in total (ωB97M-V/def2-TZVPD, the Open Molecules 2025 dataset).

Calculated values
Molar mass (g mol⁻¹): 664.7
Highest occupied orbital energy (eV): -9.248
SMILES: NC(N)=O.NC(N)=O.NC(N)=O.NC(N)=O.NC(N)=O.NC(N)=O.NC(N)=O.NC(N)=O.NC(N)=O.CCO.CCO.CO
E_LUMO (hartree): -0.00688
Charge: 0
HOMO-LUMO gap (eV): 9.06

Cartesian coordinates (Å):
N -1.9873 -4.7949 2.4305
C -1.2326 -3.7089 2.1649
N -0.3690 -3.3673 3.1228
O -1.4463 -3.0752 1.0938
H -2.5493 -5.2333 1.7275
H -1.9395 -5.2210 3.3376
H -0.4653 -3.8765 3.9816
H 0.2830 -2.5903 3.0710
N 2.6787 -3.0484 1.3962
C 3.0879 -3.9104 2.3631
N 2.2443 -4.9158 2.5696
O 4.0651 -3.6754 3.0831
H 3.2079 -2.2437 1.1240
H 1.7695 -3.1639 0.9792
H 2.1832 -5.3279 3.4826
H 1.4375 -5.0125 1.9768
N 1.8944 2.8465 2.6637
C 2.1734 4.1684 2.7732
N 3.3779 4.4932 3.2601
O 1.3894 5.0583 2.4034
H 0.9665 2.5312 2.4480
H 2.6264 2.2553 3.0093
H 4.0260 3.7720 3.5237
H 3.6283 5.4434 3.4504
N 3.5957 2.2714 -3.2145
C 3.4655 1.6508 -2.0091
N 3.4663 0.3179 -2.0088
O 3.3287 2.3029 -0.9592
H 3.6991 1.7099 -4.0414
H 3.6227 3.2663 -3.3262
H 3.2357 -0.0895 -1.1191
H 3.4701 -0.1798 -2.8802
N 0.7197 3.5195 -1.6027
C -0.3577 3.2314 -0.8056
N -0.1057 3.2971 0.5183
O -1.4767 2.9425 -1.2615
H 0.6430 3.1947 -2.5586
H 1.5359 3.1512 -1.1152
H -0.8978 3.1146 1.1214
H 0.7082 3.6758 0.9668
N -2.6271 0.8504 2.6656
C -2.2420 2.0804 3.0676
N -3.0384 2.7019 3.9634
O -1.1750 2.5881 2.6849
H -2.2063 0.4075 1.8717
H -3.4235 0.4094 3.0885
H -2.5996 3.4705 4.4367
H -3.9366 2.3221 4.1924
N 0.0254 -5.9710 -0.2969
C 1.0030 -5.2625 -0.9584
N 0.7458 -3.9055 -0.9959
O 2.0952 -5.6683 -1.3092
H -0.9002 -5.5845 -0.2977
H 0.2955 -6.9410 -0.4099
H -0.1739 -3.5094 -0.8906
H 1.4950 -3.3793 -1.4108
N 0.8325 0.5868 -5.1490
C 1.0875 1.8961 -5.3241
N 0.1798 2.6471 -4.5838
O 1.9294 2.4330 -6.0284
H 1.4519 -0.1184 -5.5109
H 0.1393 0.2449 -4.5041
H -0.4051 2.2188 -3.8869
H 0.2872 3.6444 -4.6408
N -3.9820 1.0688 -0.6184
C -4.5851 2.0893 0.0326
N -3.9209 3.2742 -0.0618
O -5.5215 1.9404 0.8315
H -4.1789 0.1140 -0.3896
H -3.2515 1.2438 -1.2876
H -4.0312 4.0896 0.5020
H -3.1296 3.1876 -0.7106
C -0.3797 -0.0759 -1.2062
C -0.3565 0.1374 0.2839
O 0.3693 -0.8844 0.9236
H -0.8709 0.7736 -1.6941
H -0.9452 -0.9422 -1.5492
H 0.6243 -0.0841 -1.6390
H -1.3814 -0.0358 0.6307
H -0.0464 1.1433 0.5654
H -0.2100 -1.6657 0.9500
C -1.9552 -1.8208 -3.7432
C -2.6719 -0.4722 -3.7053
O -1.8489 0.5195 -4.2817
H -0.8727 -1.9565 -3.7713
H -2.1852 -2.2857 -4.7102
H -2.3494 -2.5438 -3.0271
H -2.8819 -0.1283 -2.6873
H -3.6860 -0.6084 -4.0876
H -2.3160 1.3182 -4.5472
C 1.1968 0.1725 3.8940
O 1.8532 -0.9740 3.4328
H 1.7493 1.1151 3.8622
H 0.2010 0.1893 3.4375
H 0.9593 0.0863 4.9602
H 2.0619 -0.9262 2.4972

# C3H4O2

The molecule C3H4O2 (ωB97M-V/def2-TZVPD, the Open Molecules 2025 dataset).

Calculated values
Molar mass (g mol⁻¹): 72.1
Highest occupied orbital energy (eV): -8.963
E_LUMO (hartree): 0.00829
Charge: 0
HOMO-LUMO gap (eV): 9.19

Cartesian coordinates (Å):
C 0.9116 -0.7687 -0.1937
C -0.3666 1.2378 0.0871
C -0.0569 -0.0869 0.7528
O 0.2133 -1.4564 -1.0964
O 0.2444 2.2487 0.2468
H 0.8035 -1.8265 -1.7754
H -1.2228 1.1787 -0.6168
H -1.0054 -0.6133 0.9092
H 0.4789 0.0866 1.6863

charge of number 5 (C14H52N18O12)?
0

Which value of charge does entry 1 give?
-1